Record 1
The following is a DFT calculation (ωB97M-V with the def2-TZVPD basis set) of a cluster of 2 separate species, C29H40F in total.

Values from the calculation:
Calculated total energy, eV: -33432.236
Relative energy (zero: lowest compared OMol25 entry of this formula, charge and spin), kcal per mole: 0.0
LUMO level, eV: -5.92
Net charge: +1
M, g mol⁻¹: 407.64
HOMO, eV: -11.72

Last column: Mulliken charge in e.
Cartesian coordinates (Å):
F  -3.674530  -4.478471  -4.799808  -0.2909
C  -1.364232  -0.765612  0.795917  -0.9583
C  -1.847259  -4.561187  -1.665585  -0.4282
C  -0.641872  -3.176915  -3.268848  -0.1105
C  2.262137  -3.236125  -2.193019  -0.3370
C  2.291558  -2.969644  0.237636  -0.3499
C  0.330449  3.778578  3.049808  -0.3569
C  -1.423235  -0.543083  -0.698684  0.8783
C  -1.205307  1.749356  -1.728992  -0.4668
C  0.921492  3.135229  -1.400058  -0.8006
C  3.675543  -2.892229  0.201172  -0.7878
C  -2.678100  -4.268621  -3.880259  0.5215
C  -0.727515  -3.731227  -1.959958  0.7698
C  -1.344532  0.525370  1.631997  1.1402
C  0.490968  3.676223  -0.037421  0.7421
C  -1.430071  0.187783  3.114049  -0.8277
C  4.362701  -2.934253  -1.024249  -0.3174
C  -2.286278  -1.243628  -1.448280  -1.6440
C  0.135058  -3.374088  -0.887207  -0.6059
C  1.695302  3.924503  0.868907  -0.7158
C  -0.257034  2.799976  -2.316159  -1.1500
C  1.336763  4.574671  2.211695  -1.2002
C  1.537131  -3.182430  -0.963436  1.2726
C  0.868498  2.415070  3.488993  -0.1767
C  -0.008856  1.753909  4.554853  -1.1497
C  -1.596755  -3.467274  -4.234722  -1.0197
C  -0.483651  0.447152  -1.351132  -0.4275
C  -1.418171  1.397538  4.059448  -0.7092
C  3.639988  -3.076246  -2.215523  -0.9272
C  -2.831323  -4.809150  -2.604997  -0.6975
H  -0.088604  2.427572  5.417833  0.3901
H  -2.358775  -0.383117  3.275896  0.4829
H  -1.531673  -3.044600  -5.234505  0.4458
H  -1.720754  2.156740  -0.842917  0.1958
H  1.736032  -3.427437  -3.123597  0.7117
H  -0.202529  2.970191  0.452266  -0.6595
H  -0.301696  -3.420857  0.113502  0.4516
H  0.496988  0.842921  4.899076  0.3676
H  0.139929  2.437789  -3.272286  0.4006
H  0.352744  0.632037  -0.658425  0.2105
H  -3.006560  -1.924774  -0.986680  0.3759
H  1.763742  -2.894802  1.192397  0.3727
H  -0.096228  4.603062  -0.165726  0.3411
H  1.890417  2.544437  3.880604  0.4555
H  -2.036732  1.153376  4.931816  0.3464
H  -0.471198  -1.372524  1.048126  -0.0447
H  -1.889158  2.261050  3.573729  0.3748
H  0.930979  5.579071  2.037520  0.3820
H  2.418830  4.562946  0.336851  0.4360
H  2.264622  4.691186  2.785238  0.3624
H  0.971149  1.747488  2.618516  0.0106
H  -2.002130  1.516856  -2.448481  0.5066
H  -3.715322  -5.388968  -2.348355  0.4594
H  4.162604  -3.068294  -3.170961  0.4191
H  -0.041745  0.001069  -2.265857  0.4445
H  0.132849  -2.443569  -3.488221  0.1983
H  0.072629  4.362001  3.946761  0.4524
H  1.542293  2.239655  -1.245879  0.2362
H  5.447088  -2.824861  -1.051550  0.4084
H  -1.936974  -4.974407  -0.658216  0.4143
H  4.245881  -2.788716  1.124461  0.4078
H  -0.613666  3.652827  2.496734  0.1419
H  2.203563  2.961397  1.043224  0.3070
H  1.571256  3.879388  -1.884285  0.4934
H  -2.243577  -1.366792  1.085844  0.4780
H  -0.432550  1.098770  1.392055  -0.9537
H  -0.833466  3.706738  -2.531954  0.4031
H  -2.188201  1.178514  1.340741  0.2916
H  -0.600377  -0.490909  3.368434  0.2710
H  -2.360547  -1.047629  -2.519866  0.3422

Atoms 1-6, force components in eV/Å:
1.44 0.25 1.22
-0.22 0.14 -0.09
0.03 0.46 0.11
-0.07 -0.31 0.02
0.23 -0.03 0.18
-0.14 -0.17 -0.23

Record 2
The following is a DFT calculation (ωB97M-V with the def2-TZVPD basis set) of a structure of composition C29H40N5O9P2SSiTa.

Values from the calculation:
Calculated total energy, eV: -95441.306
Relative energy (zero: lowest compared OMol25 entry of this formula, charge and spin), kcal per mole: 0.0
LUMO level, eV: -6.30
Net charge: +2
M, g mol⁻¹: 905.71
HOMO, eV: -14.12

Last column: Mulliken charge in e.
Cartesian coordinates (Å):
Ta  0.394624  -0.058330  -0.921356  1.8263
S  -2.743760  -0.138966  -1.887744  0.7786
P  2.743892  -1.983497  -2.056163  0.3762
P  0.250073  -3.145970  -1.789691  0.4001
Si  0.812213  1.685456  -3.853411  0.2428
O  0.438973  -3.793886  -3.191863  -0.5430
O  1.743260  -2.916323  -1.179971  -0.2964
O  2.890618  -2.488101  -3.421134  -0.7919
O  -0.174970  1.698717  0.446412  1.4093
O  4.035178  -1.892027  -1.166759  -0.5027
O  -0.171262  -1.634964  -2.016465  -0.1485
O  2.092768  -0.570978  -1.887116  -0.0259
O  -1.735315  -0.012209  -0.709884  -1.0596
O  -0.624887  -3.877684  -0.880900  -0.7036
N  2.193053  0.488254  0.455637  0.9326
N  0.144822  1.482419  -2.102076  1.2617
N  -1.120424  -3.164681  1.998058  0.5008
N  6.455548  2.140333  3.246811  -0.3842
N  -0.074941  -1.281361  0.846387  -0.6358
C  -0.791868  2.457618  -1.665934  -0.5015
C  4.410775  1.329730  1.891526  0.5193
C  0.778980  3.505924  -4.260208  -1.2537
C  3.561076  0.361593  2.406598  -0.8235
C  -0.699764  1.231670  2.751655  -0.3649
C  -2.576110  4.312827  -0.565632  -0.9564
C  1.163247  3.158953  3.529524  -1.0217
C  -1.001650  -5.178420  3.386519  -0.8026
C  -2.472037  -3.245927  4.053876  -0.7946
C  -1.639147  3.193952  -2.487746  -0.3418
C  -0.462127  1.475207  4.099821  -0.9220
C  0.022632  1.954890  1.827728  -0.4566
C  -1.313580  -4.162131  4.480460  -0.5805
C  -2.496477  -3.060632  2.535385  -0.5605
C  -0.938380  2.620529  -0.289852  1.4286
C  -3.414944  -1.778410  -1.696484  -0.9843
C  -4.118566  0.816110  -1.294094  -0.8964
C  -1.795464  3.532971  0.282496  -0.9447
C  2.591975  1.171263  -4.025670  -1.1795
C  -0.426912  -4.479189  2.158072  -0.7201
C  -2.512067  4.125693  -1.939983  -1.3921
C  3.030931  1.413319  -0.047323  -0.4452
C  -0.577387  -2.196441  1.371716  0.0705
C  0.939191  2.926538  2.180285  0.2156
C  -0.299328  0.626778  -4.893337  -0.8920
C  2.465951  -0.024593  1.659247  -0.5053
C  0.470195  2.427153  4.486775  -0.7032
C  4.138351  1.864053  0.632967  -0.7275
C  5.547628  1.780785  2.644286  -0.4592
H  -1.560871  -4.663096  5.414382  0.3929
H  1.082596  4.120611  -3.409450  0.3872
H  -2.909466  -2.098510  2.234573  0.3423
H  3.738652  -0.083851  3.374566  0.6204
H  -1.018583  0.929028  4.849783  0.4951
H  -3.807248  1.858825  -1.264365  0.0913
H  4.778647  2.613710  0.190855  0.5967
H  1.454697  3.497169  1.418187  0.5792
H  -4.935697  0.691535  -2.005514  0.5245
H  -1.334965  0.972909  -4.881637  0.3001
H  -2.605107  -2.490776  -1.830738  0.1767
H  1.530048  3.649442  -5.040401  0.4661
H  -0.276832  -5.917949  3.724345  0.4368
H  0.045683  0.636375  -5.929770  0.4642
H  3.237780  1.491169  -3.207630  0.3438
H  -2.394543  -2.279067  4.552587  0.2900
H  -0.562341  -5.042431  1.236915  0.3466
H  2.732659  0.104710  -4.183161  0.2181
H  -3.245922  5.050083  -0.145272  0.4435
H  -3.427678  -3.679649  4.351372  0.3844
H  -4.405171  0.463007  -0.305115  0.3569
H  0.646948  2.613326  5.537226  0.4787
H  -3.143833  4.707964  -2.596864  0.4763
H  -1.863458  3.634427  1.356668  0.6066
H  2.946363  1.684219  -4.924321  0.5491
H  -3.850072  -1.873186  -0.702712  0.3537
H  -0.158062  3.902867  -4.642569  0.4133
H  -1.903678  -5.732184  3.117182  0.3628
H  0.634730  -4.266136  2.285581  0.4393
H  -4.172981  -1.919375  -2.467281  0.5058
H  -3.077650  -3.840435  2.042239  0.4108
H  -1.623696  3.045639  -3.557113  0.4891
H  1.873215  3.916781  3.832685  0.5095
H  2.798897  1.797667  -1.030655  0.1559
H  1.774869  -0.761236  2.039015  0.4317
H  1.252281  -3.498804  -3.657680  0.4488
H  4.755437  -2.467622  -1.463030  0.4014
H  -1.436526  0.512064  2.422086  0.6469
H  -0.418565  -3.565064  4.677640  0.2631
H  -0.285141  -0.412172  -4.554051  0.1595

Atoms 1-6, force components in eV/Å:
0.52 -0.45 -0.49
0.05 -0.09 0.01
-0.04 0.23 0.09
-0.10 0.13 -0.12
0.03 -0.04 0.08
0.01 0.01 0.03

Record 3
The following is a DFT calculation (ωB97M-V with the def2-TZVPD basis set) of a structure of composition C29H40PTi.

Values from the calculation:
Calculated total energy, eV: -63119.248
LUMO level, eV: -3.55
Net charge: +1
M, g mol⁻¹: 467.48
HOMO, eV: -10.07

Last column: Mulliken charge in e.
Cartesian coordinates (Å):
Ti  0.374924  0.471856  0.654760  -2.0750
P  -0.309175  -2.063399  0.525753  2.2586
C  0.994875  2.450670  -2.381924  -1.1566
C  1.556496  -4.769797  -1.956184  -0.6916
C  -0.308769  -3.874943  -3.206967  -0.5015
C  -1.865265  0.665729  -1.435907  0.1351
C  1.083584  -0.033728  -2.124437  -0.3005
C  1.883458  0.040101  -0.907935  -1.4618
C  -3.783508  2.126478  -1.441970  -0.8686
C  -2.136854  -2.125811  0.551489  -1.3040
C  1.227110  3.769542  1.415016  -1.5539
C  -1.084970  -0.298731  3.541035  -1.1747
C  -3.192175  0.918474  -1.836243  -1.1046
C  1.341622  0.213798  2.633859  1.0476
C  -3.002688  3.105513  -0.815017  -0.6508
C  -1.224787  1.485679  -0.533458  1.3578
C  -1.700352  2.792915  -0.396024  -0.5782
C  3.387849  1.479883  1.625099  -1.6253
C  -0.284371  1.864867  2.375889  0.6036
C  0.944361  2.367695  1.823133  1.4251
C  0.086237  -3.252316  1.862471  -1.6299
C  -0.695823  -3.108766  -2.101759  -0.4765
C  2.100427  -0.961430  3.132949  -1.8166
C  0.081663  -3.128734  -0.926481  0.8776
C  -0.218215  0.905521  -4.044216  -1.6081
C  1.196965  -3.984961  -0.861449  -0.6787
C  -1.531184  2.633141  2.620032  -1.5754
C  -0.061854  0.523030  2.843727  0.7011
C  0.819843  -4.698505  -3.142365  -0.6384
C  1.946262  1.341619  1.964045  -0.1894
C  0.561112  1.065702  -2.767279  1.1132
H  -0.988545  1.679541  -4.134109  0.3530
H  -1.734924  2.713042  3.698353  0.4103
H  -2.563970  -1.796057  -0.401504  0.2824
H  1.934309  2.741688  -2.884144  0.3395
H  1.450614  -1.678552  3.643428  0.3893
H  2.879564  -0.651491  3.848427  0.3936
H  3.844362  0.504854  1.419907  0.3449
H  -1.465765  3.649216  2.217385  0.4014
H  -3.753277  0.180926  -2.425956  0.4744
H  -0.709487  -0.074479  -4.100838  0.2643
H  -2.405113  2.150863  2.163056  0.2820
H  1.176556  2.566937  -1.301618  0.1270
H  0.330193  4.297912  1.078316  0.4524
H  0.430064  0.995749  -4.929039  0.3988
H  0.908922  -1.025562  -2.554330  0.6457
H  -4.837505  2.328335  -1.649330  0.4096
H  0.239360  3.192627  -2.658734  0.3300
H  -2.080174  -0.162268  3.099007  0.2640
H  1.969535  3.813931  0.608401  0.2869
H  -0.407861  -3.000791  2.806045  0.5173
H  1.164524  -3.290672  2.048894  0.3053
H  -2.453665  -3.158341  0.759650  0.4293
H  -1.614987  -2.519280  -2.164119  0.1857
H  3.950761  1.939458  2.452033  0.3562
H  -2.517257  -1.463386  1.340549  0.2457
H  -0.250298  -4.249549  1.550180  0.5750
H  -1.080678  3.578920  0.031632  0.4524
H  3.532320  2.117647  0.744500  0.4250
H  1.633610  4.345666  2.262564  0.3386
H  2.416812  -5.433629  -1.872938  0.4166
H  -1.334135  -0.266996  -1.686379  0.3438
H  1.780347  -4.057539  0.058281  0.2849
H  2.335534  -0.904250  -0.570489  0.6333
H  -3.400041  4.108287  -0.636086  0.4544
H  -1.160955  -0.005381  4.598110  0.3671
H  2.598609  0.873105  -0.853893  0.7292
H  -0.904766  -3.829791  -4.118745  0.4344
H  -0.842409  -1.362793  3.517120  0.1330
H  1.123252  -5.285972  -4.008227  0.3946
H  2.619767  -1.483014  2.315000  0.2691

Atoms 1-6, force components in eV/Å:
-1.42 -0.56 -5.04
-0.63 -1.10 -0.18
-0.08 0.39 0.19
-0.15 0.12 -0.07
0.02 -0.01 0.24
-1.18 -1.38 0.58